ORCA calculation (ωB97M-V/def2-TZVPD) on a 5-piece molecular cluster, C18H28Cl16NOS overall at a distorted geometry.

Geometry (Å):
C (-1.126, -3.624, -4.145)
O (-1.924, -2.593, -4.698)
C (-2.823, -2.003, -3.774)
C (-2.866, -0.504, -4.004)
C (-1.530, 0.175, -3.625)
C (-1.704, 1.453, -2.785)
C (-0.395, 1.873, -2.058)
C (-0.532, 2.017, -0.526)
C (0.159, 0.962, 0.343)
C (1.680, 1.063, 0.498)
C (2.552, 0.948, -0.776)
C (2.951, 2.343, -1.265)
C (3.827, 0.157, -0.425)
C (-0.447, 1.009, 1.778)
N (-0.536, -0.366, 2.267)
C (-0.559, -1.274, 1.346)
S (-0.376, -0.728, -0.233)
H (-0.285, -3.203, -3.582)
H (-1.731, -4.274, -3.504)
H (-0.732, -4.225, -4.965)
H (-2.499, -2.219, -2.745)
H (-3.821, -2.441, -3.906)
H (-3.690, -0.096, -3.411)
H (-3.073, -0.356, -5.066)
H (-0.992, 0.415, -4.543)
H (-0.935, -0.546, -3.055)
H (-2.514, 1.305, -2.066)
H (-1.990, 2.250, -3.475)
H (-0.073, 2.831, -2.470)
H (0.378, 1.158, -2.338)
H (-0.172, 3.002, -0.214)
H (-1.596, 1.996, -0.283)
H (1.869, 2.029, 0.973)
H (1.988, 0.262, 1.180)
H (2.032, 0.397, -1.560)
H (3.555, 2.297, -2.172)
H (3.556, 2.820, -0.487)
H (2.084, 2.985, -1.446)
H (3.573, -0.871, -0.150)
H (4.546, 0.164, -1.242)
H (4.288, 0.614, 0.458)
H (-1.449, 1.451, 1.782)
H (0.170, 1.598, 2.457)
H (-0.585, -0.587, 3.256)
H (-0.677, -2.330, 1.566)
C (0.401, 1.657, 5.759)
Cl (0.415, 2.193, 7.424)
Cl (1.913, 0.840, 5.343)
Cl (-0.946, 0.516, 5.508)
Cl (0.166, 3.051, 4.693)
C (1.900, -1.054, 9.671)
Cl (2.547, 0.576, 9.889)
Cl (3.219, -2.218, 9.749)
Cl (0.724, -1.397, 10.937)
Cl (1.106, -1.180, 8.087)
C (1.410, -7.000, -3.382)
Cl (1.585, -6.728, -5.115)
Cl (2.650, -8.120, -2.824)
Cl (1.586, -5.455, -2.529)
Cl (-0.191, -7.667, -3.046)
C (-3.215, 4.934, 0.582)
Cl (-2.306, 4.519, 2.050)
Cl (-2.084, 5.336, -0.713)
Cl (-4.206, 3.551, 0.097)
Cl (-4.252, 6.312, 0.912)

Properties
HOMO = -0.42788 Ha
Total charge = +1
Spin multiplicity = 1



ORCA calculation (ωB97M-V/def2-TZVPD) on one molecule with the formula C18H28F7N3O6S3 at a distorted geometry.

Geometry (Å):
C (-1.081, 2.534, -4.485)
C (-0.027, 1.857, -3.609)
C (-0.697, 0.829, -2.695)
N (0.362, 0.193, -1.899)
C (0.357, -0.942, -1.023)
C (1.884, -1.271, -0.949)
C (2.878, -0.092, -0.872)
C (3.724, 0.033, -2.136)
N (5.000, 0.713, -1.833)
O (-0.132, -2.205, -1.620)
S (-1.588, -2.261, -2.349)
O (-1.841, -3.665, -2.449)
O (-2.681, -1.796, -1.185)
C (-2.748, -0.467, -0.702)
C (-4.194, -0.350, -0.197)
C (-1.709, -0.104, 0.462)
O (-2.417, -0.701, 1.600)
C (-2.494, -0.157, 2.760)
N (-2.487, 0.315, 3.794)
S (-1.674, 1.774, 0.392)
O (-2.883, 2.201, -0.249)
O (-0.482, 2.260, -0.226)
C (-1.755, 2.753, 2.014)
F (-2.967, 2.728, 2.522)
F (-0.825, 2.428, 2.892)
F (-1.509, 3.979, 1.570)
C (-0.304, -0.849, 0.419)
C (0.591, 0.056, 1.353)
S (2.019, -0.688, 2.215)
C (1.798, -0.102, 3.911)
C (2.571, -1.049, 4.845)
C (-0.430, -2.268, 1.103)
F (-1.468, -2.981, 0.601)
F (0.654, -3.032, 0.809)
C (-0.585, -2.349, 2.681)
F (0.369, -3.158, 3.200)
F (-1.789, -2.914, 2.976)
H (-1.734, 3.173, -3.899)
H (-0.583, 3.154, -5.224)
H (-1.666, 1.780, -5.006)
H (0.709, 1.379, -4.252)
H (0.411, 2.611, -2.959)
H (-1.435, 1.404, -2.157)
H (-1.245, 0.164, -3.364)
H (1.016, -0.063, -2.629)
H (2.077, -1.785, -1.886)
H (2.124, -1.986, -0.178)
H (3.589, -0.281, -0.075)
H (2.416, 0.874, -0.700)
H (3.970, -0.958, -2.510)
H (3.193, 0.602, -2.901)
H (4.925, 1.208, -0.953)
H (5.202, 1.420, -2.527)
H (-2.725, 0.229, -1.526)
H (-4.348, 0.512, 0.436)
H (-4.814, -0.197, -1.076)
H (-4.510, -1.280, 0.256)
H (0.974, 0.890, 0.793)
H (-0.051, 0.386, 2.163)
H (2.166, 0.912, 4.018)
H (0.744, -0.099, 4.180)
H (2.744, -1.994, 4.342)
H (2.011, -1.238, 5.753)
H (3.529, -0.608, 5.094)
H (-0.541, -1.402, 3.208)

Properties
HOMO = -0.33928 Ha
Spin multiplicity = 1



ORCA calculation (ωB97M-V/def2-TZVPD) on C18H28FeN6OS5Si2 as an isolated structure at a distorted geometry.

Geometry (Å):
Fe (-0.067, 0.504, 0.346)
O (-2.538, 6.698, -1.361)
C (-1.971, 5.640, -1.156)
S (-2.002, 4.259, -2.278)
C (-1.180, 3.111, -1.198)
C (-0.617, 3.640, -0.083)
S (0.091, 2.726, 1.192)
S (-0.737, 5.410, 0.107)
S (-1.150, 1.452, -1.621)
C (2.161, -3.495, -1.288)
Si (1.197, -1.955, -1.944)
C (2.667, -0.931, -2.649)
C (0.318, -2.385, -3.605)
N (0.168, -1.262, -0.772)
C (-0.902, -1.965, -0.319)
C (-1.193, -3.271, -0.744)
C (-2.281, -3.992, -0.307)
C (-3.141, -3.424, 0.618)
C (-2.889, -2.149, 1.071)
C (-1.801, -1.383, 0.628)
N (-1.599, -0.124, 1.039)
Si (-2.331, 0.852, 2.235)
C (-3.223, 2.382, 1.508)
C (-1.171, 1.174, 3.723)
C (-3.848, 0.128, 3.200)
H (2.997, -3.767, -1.927)
H (1.530, -4.372, -1.182)
H (2.556, -3.269, -0.302)
H (3.127, -1.523, -3.438)
H (3.442, -0.758, -1.913)
H (2.381, 0.016, -3.102)
H (1.020, -2.621, -4.403)
H (-0.275, -1.534, -3.925)
H (-0.358, -3.225, -3.502)
H (-0.531, -3.732, -1.455)
H (-2.462, -4.989, -0.692)
H (-4.007, -3.966, 0.976)
H (-3.553, -1.704, 1.786)
H (-2.556, 3.168, 1.187)
H (-3.886, 2.810, 2.254)
H (-3.822, 2.092, 0.648)
H (-0.211, 1.563, 3.413)
H (-0.987, 0.248, 4.259)
H (-1.615, 1.886, 4.413)
H (-4.698, -0.073, 2.555)
H (-4.180, 0.855, 3.937)
H (-3.600, -0.781, 3.738)
C (4.536, 1.833, -1.168)
C (4.105, 0.913, -0.088)
N (4.902, 0.343, 0.784)
N (4.067, -0.442, 1.613)
C (2.728, -0.187, 1.272)
S (1.332, -0.560, 2.107)
N (2.800, 0.595, 0.142)
N (1.676, 1.056, -0.529)
H (5.611, 1.961, -1.091)
H (4.048, 2.806, -1.071)
H (4.294, 1.430, -2.151)
H (4.316, -0.408, 2.597)
H (1.728, 2.075, -0.639)
H (1.587, 0.620, -1.450)

Properties
HOMO (alpha / beta) = -0.01054 / -0.01355 Ha
Total charge = -2
Spin multiplicity = 5
Expectation value of S² = 6.02



ORCA calculation (ωB97M-V/def2-TZVPD) on C18H28Ge2PS4Tc as an isolated structure at a distorted geometry.

Geometry (Å):
Tc (0.500, -0.134, -1.376)
S (-0.545, 1.205, -2.673)
S (0.594, 2.303, -4.003)
S (2.517, 1.727, -3.712)
S (2.429, 0.354, -2.110)
C (0.932, 3.176, 3.527)
Ge (0.921, 3.392, 1.601)
C (-0.621, 4.367, 0.939)
C (2.608, 3.976, 0.850)
Ge (0.448, 1.096, 0.817)
C (1.624, -0.480, 0.842)
C (1.124, -1.784, 0.673)
C (2.004, -2.877, 0.580)
C (3.360, -2.671, 0.685)
C (3.874, -1.379, 0.874)
C (3.027, -0.300, 0.928)
C (-1.329, 0.310, 0.986)
C (-1.571, -0.684, 1.944)
C (-2.856, -1.164, 2.139)
C (-3.907, -0.682, 1.361)
C (-3.683, 0.295, 0.404)
C (-2.399, 0.796, 0.218)
H (1.187, 4.123, 4.002)
H (1.670, 2.433, 3.827)
H (-0.054, 2.870, 3.877)
H (-0.524, 5.409, 1.249)
H (-1.545, 3.967, 1.355)
H (-0.667, 4.335, -0.149)
H (2.805, 4.988, 1.205)
H (2.565, 3.994, -0.239)
H (3.429, 3.334, 1.166)
H (0.060, -1.954, 0.736)
H (1.615, -3.881, 0.478)
H (4.037, -3.514, 0.644)
H (4.942, -1.237, 0.975)
H (3.430, 0.700, 1.041)
H (-0.760, -1.064, 2.554)
H (-3.045, -1.909, 2.901)
H (-4.909, -1.062, 1.518)
H (-4.507, 0.683, -0.181)
H (-2.234, 1.597, -0.494)
C (0.035, -2.971, -3.457)
P (-0.867, -2.097, -2.155)
C (-2.428, -1.538, -2.886)
C (-1.351, -3.376, -0.970)
H (-0.564, -3.793, -3.849)
H (0.964, -3.369, -3.048)
H (0.270, -2.284, -4.270)
H (-3.073, -2.398, -3.067)
H (-2.230, -1.037, -3.834)
H (-2.937, -0.850, -2.211)
H (-1.987, -4.103, -1.478)
H (-1.910, -2.946, -0.137)
H (-0.468, -3.891, -0.595)

Properties
HOMO (alpha / beta) = -0.52770 / -0.52539 Ha
Total charge = +2
Spin multiplicity = 1



no.,E (eV)
1,-233844.146
2,-87397.852
3,-134431.147
4,-186966.988